[1]
Here is a structure of composition C16H24ClF9KMgN3NaO11PS2 at a distorted geometry from OMol25. Energies are from ωB97M-V/def2-TZVPD.

```
70
Properties=species:S:1:pos:R:3:forces:R:3:mulliken_charge:R:1
C -0.686 3.353 -0.640 0.1 1.4 0.4 -0.603
C -0.264 4.412 -1.698 1.8 0.0 0.1 0.703
C 1.065 5.188 -1.402 0.3 -1.6 -0.2 -0.885
N -0.837 4.683 -2.803 -1.2 0.4 1.8 -0.266
C -2.227 5.003 -2.729 0.1 0.5 -1.8 0.682
F -2.356 6.072 -3.609 0.1 -0.8 0.2 -0.245
O -3.241 4.108 -3.203 -0.8 0.9 0.7 -0.484
C -4.407 4.925 -3.059 2.4 0.7 1.1 0.442
O -5.372 4.773 -3.684 -1.6 -0.3 -0.7 -0.473
O -4.185 5.934 -2.106 -0.2 -1.5 -1.5 -0.437
C -2.901 5.562 -1.464 -2.4 0.4 0.2 0.458
N -3.374 4.658 -0.417 1.6 -0.4 0.1 -0.491
P -2.294 7.174 -0.696 0.4 0.3 2.3 0.380
O -2.628 7.078 0.784 0.0 -0.1 -1.0 -0.709
H -1.439 2.615 -0.976 0.5 0.6 0.2 0.348
H 0.250 2.862 -0.258 -0.8 0.2 -0.6 0.694
H -1.105 3.940 0.255 -0.8 -1.5 -3.4 -0.889
H 0.886 6.262 -1.188 -0.2 -0.7 -0.5 0.164
H 1.710 5.114 -2.313 -0.5 0.3 0.7 0.321
H 1.615 4.713 -0.545 -0.4 0.4 -0.6 0.358
H -4.198 5.056 0.028 0.4 0.2 0.0 0.314
H -3.627 3.745 -0.794 0.1 0.3 -0.2 0.231
H -0.891 7.322 -0.786 -0.5 -0.1 -0.9 0.025
H -2.968 8.283 -1.272 0.4 -0.7 -0.5 0.141
F -1.327 0.472 -0.078 -0.2 0.0 0.2 -0.381
C -0.451 -0.350 -0.696 0.4 -0.4 -0.3 0.378
C -0.336 -0.307 -2.072 -0.2 0.2 -0.1 -0.338
C 0.568 -1.150 -2.703 0.1 -0.1 0.2 -0.525
C 1.336 -2.032 -1.951 0.1 0.0 -0.1 -0.893
C 1.205 -2.068 -0.569 0.0 0.1 -0.2 -0.220
C 0.310 -1.217 0.064 0.0 0.1 0.3 -0.564
H -0.950 0.382 -2.641 0.0 0.0 0.0 0.600
H 0.674 -1.121 -3.780 0.0 0.0 0.0 0.402
H 2.038 -2.693 -2.445 0.0 0.0 0.0 0.460
H 1.799 -2.757 0.014 -0.1 0.0 0.0 0.611
H 0.200 -1.225 1.142 -0.1 0.0 0.0 0.423
C 4.866 -1.030 2.837 0.1 -0.2 -0.2 -1.110
C 3.725 -1.219 1.875 0.4 1.2 1.2 -0.040
O 4.132 -2.110 0.810 -1.4 -0.9 -0.1 -0.247
H 5.738 -0.617 2.314 0.3 0.2 0.2 0.349
H 4.588 -0.355 3.646 0.0 0.0 -0.1 0.358
H 5.175 -1.987 3.268 -0.1 0.0 0.1 0.295
H 3.437 -0.269 1.426 0.0 -0.2 -0.3 0.340
H 2.849 -1.647 2.368 0.0 -0.4 -0.4 0.229
H 4.382 -2.960 1.214 0.3 0.0 -0.2 0.409
Cl 5.554 -1.548 -0.271 0.8 0.4 0.0 0.029
Mg -0.463 4.257 1.706 0.7 0.6 3.1 0.353
O -0.946 1.986 4.714 1.6 0.4 -0.2 -0.608
H -1.586 1.642 4.069 2.4 1.4 -1.5 0.288
H -1.479 2.207 5.489 2.5 1.8 -0.2 0.307
F -0.470 7.502 -3.353 0.3 0.4 1.0 -0.863
C -1.156 -9.175 1.789 -0.8 -0.1 1.6 0.578
F -0.666 -10.179 2.506 0.2 0.3 -0.6 -0.197
F -1.595 -9.712 0.592 0.2 -0.1 1.0 -0.313
F -2.248 -8.747 2.426 0.2 0.0 -0.5 -0.219
S 0.058 -7.842 1.495 1.1 -0.1 0.5 1.020
O 1.122 -8.489 0.773 -0.6 0.0 -0.4 -0.630
O 0.402 -7.369 2.803 -0.5 0.1 -0.2 -0.617
N -0.912 -6.926 0.641 0.7 -0.2 0.1 -0.353
S -0.259 -5.568 0.127 0.5 1.4 -0.6 0.984
O 0.747 -5.697 -0.892 -0.3 -0.5 0.1 -0.652
O 0.011 -4.575 1.133 -0.3 -0.5 0.2 -0.620
C -1.734 -4.942 -0.758 -1.4 0.4 -0.5 0.655
F -2.787 -4.788 0.067 0.4 -0.1 0.0 -0.246
F -2.134 -5.791 -1.731 0.3 -0.1 0.2 -0.253
F -1.513 -3.760 -1.336 0.4 -0.4 0.3 -0.151
K -2.858 1.117 5.238 -6.2 -3.4 1.7 0.736
O 7.856 0.053 2.561 -0.7 -0.2 -0.1 -0.780
H 8.582 -0.237 2.005 0.2 -0.1 -0.2 0.204
Na -2.012 -9.997 -1.261 -0.1 0.1 -1.3 1.035
```
Positions in Å, forces in eV/Å.

As for the spin multiplicity: 1. Its molar mass is 822.3 g mol⁻¹. Its LUMO energy is -3.24 eV. For the HOMO energy, the calculation gives -5.8218 eV. As for the HOMO-LUMO gap: 0.0949 Eh.

***

[2]
Here is a structure of composition C16H24F2O9V at a distorted geometry from OMol25. Energies are from ωB97M-V/def2-TZVPD.

```
52
Properties=species:S:1:pos:R:3:forces:R:3:mulliken_charge:R:1
O 1.463 -1.154 0.391 -2.0 0.5 -0.2 -0.312
V -0.051 -0.717 0.118 3.0 -1.0 -0.2 1.371
F -1.023 -1.990 1.246 0.4 1.2 -0.7 -0.670
F 0.385 0.627 -1.283 -0.6 -0.6 1.0 -0.663
O -0.302 -1.989 -1.586 -0.9 -0.4 0.8 -0.478
C 0.039 -2.268 -2.704 0.4 0.7 -0.2 0.282
O -0.299 -3.420 -3.272 0.1 -0.2 0.0 -0.382
C 0.505 -3.652 -4.464 0.0 0.1 0.2 -0.468
C 1.542 -2.522 -4.498 -0.3 0.4 -0.3 -0.483
C 0.880 -1.454 -3.634 0.5 0.3 0.2 0.162
H -0.164 -3.667 -5.322 0.0 0.0 0.0 0.280
H 0.950 -4.629 -4.303 0.0 -0.1 -0.3 0.306
H 1.690 -2.083 -5.483 0.1 -0.5 -0.2 0.354
H 2.497 -2.868 -4.113 0.0 0.2 0.2 0.218
H 0.248 -0.791 -4.231 -0.3 -0.2 0.0 0.293
H 1.540 -0.777 -3.093 0.1 -0.3 0.1 -0.123
O 4.138 -0.919 -2.240 0.0 0.1 0.0 -0.637
C 4.195 -0.270 -1.232 0.1 -0.2 0.1 0.617
O 4.580 -0.825 -0.056 -0.1 0.1 0.0 -0.354
C 4.475 0.119 1.016 -0.2 0.5 -0.1 -0.530
C 3.705 1.318 0.450 -0.4 0.1 0.4 0.142
C 3.923 1.215 -1.050 0.3 -0.5 0.2 -0.409
H 5.481 0.393 1.344 0.0 -0.1 -0.1 0.346
H 3.929 -0.297 1.860 0.1 -0.4 -0.1 0.282
H 3.994 2.239 0.956 0.2 0.1 -0.4 0.429
H 2.642 1.202 0.651 -0.1 -0.2 0.0 -0.358
H 4.835 1.723 -1.376 -0.2 0.1 -0.1 0.299
H 3.066 1.474 -1.664 0.0 0.2 0.0 0.197
O -2.073 0.045 -0.130 0.2 -0.2 -0.1 -0.114
C -3.188 0.462 -0.078 -0.3 0.3 -0.2 0.566
O -3.493 1.539 0.658 -0.4 0.0 0.3 -0.336
C -4.921 1.806 0.600 0.5 -0.1 -0.7 -0.430
C -5.394 1.118 -0.692 0.1 0.0 0.5 -0.543
C -4.389 -0.030 -0.842 -0.5 0.2 0.0 -0.432
H -5.025 2.884 0.532 -0.1 0.0 0.3 0.313
H -5.393 1.396 1.491 0.0 0.1 0.1 0.277
H -5.331 1.827 -1.515 -0.1 -0.1 -0.1 0.296
H -6.421 0.787 -0.556 0.0 0.0 -0.3 0.305
H -4.108 -0.258 -1.866 0.1 0.0 0.0 0.333
H -4.776 -0.950 -0.400 0.2 0.0 0.1 0.273
O 0.109 0.768 1.690 0.3 0.0 -0.9 -0.625
C -0.072 1.100 2.824 -0.5 -0.1 0.4 0.314
O 0.649 2.076 3.387 0.0 0.2 0.1 -0.345
C 0.208 2.291 4.748 0.0 -0.3 0.4 -0.469
C -0.482 0.991 5.136 -0.9 -0.2 0.0 -0.561
C -1.095 0.566 3.796 0.9 -0.1 0.0 -0.270
H -0.476 3.140 4.789 0.0 0.0 -0.2 0.277
H 1.074 2.496 5.370 0.1 0.1 -0.2 0.329
H -1.272 1.082 5.881 0.2 0.4 0.1 0.332
H 0.215 0.251 5.525 0.2 0.0 -0.2 0.302
H -2.017 1.104 3.569 -0.2 -0.2 0.1 0.224
H -1.196 -0.507 3.652 -0.3 0.0 -0.1 0.273
```
Positions in Å, forces in eV/Å.

As for the spin multiplicity: 2. Its molar mass is 449.3 g mol⁻¹. Its LUMO energy (alpha / beta) is 0.41 / 0.41 eV. For the HOMO energy (alpha / beta), the calculation gives -8.4452 / -9.4065 eV. As for the HOMO-LUMO gap (alpha / beta): 0.3254 / 0.3607 Eh. Its expectation value of S² is 0.775.

***

[3]
Here is a structure of composition C16H24HfN7SSi from OMol25. Energies are from ωB97M-V/def2-TZVPD.

```
50
Properties=species:S:1:pos:R:3:forces:R:3:mulliken_charge:R:1
Hf -0.175 0.733 -0.498 -0.4 -0.3 -0.3 -0.056
N 3.607 2.681 -0.036 -0.1 -0.1 0.0 -0.042
C 4.154 1.424 0.130 0.0 0.0 0.0 -0.786
C 3.122 0.548 0.075 0.0 0.0 0.0 -0.320
N 1.947 1.257 -0.125 0.1 0.1 0.2 0.301
C 2.290 2.551 -0.179 -0.1 0.1 0.0 0.317
C 1.224 3.524 -0.366 0.2 -0.1 0.1 0.160
N -0.006 3.055 -0.598 0.0 0.2 -0.1 -0.371
C -0.829 4.166 -0.661 0.0 0.0 -0.1 -0.377
C -0.082 5.284 -0.468 0.1 0.0 0.1 -0.591
N 1.212 4.854 -0.269 -0.1 -0.1 -0.1 -0.066
H 4.142 3.539 -0.059 0.0 0.0 0.0 0.211
H 5.212 1.282 0.271 0.0 0.0 0.0 0.433
H 3.133 -0.524 0.179 0.0 0.0 0.0 0.555
H -1.886 4.091 -0.852 0.0 0.0 0.0 0.496
H -0.339 6.329 -0.452 0.0 0.0 0.0 0.426
H 1.996 5.466 -0.082 0.0 0.0 0.0 0.214
N -3.139 -1.263 0.882 0.0 0.0 -0.1 -0.212
C -3.167 -0.040 1.360 -0.1 0.1 0.1 0.993
N -3.853 0.264 2.440 0.0 0.0 0.0 -0.363
S -2.367 1.315 0.566 0.1 0.0 0.1 -0.493
H -3.627 -2.028 1.329 0.0 0.0 0.0 0.251
H -2.599 -1.464 0.057 0.0 0.0 0.0 -0.027
H -4.432 -0.415 2.918 0.0 0.0 0.0 0.242
H -3.869 1.211 2.786 0.0 0.0 0.0 0.232
C -1.609 -0.768 -2.752 -0.1 0.4 0.2 -0.964
Si -0.146 -1.762 -2.102 0.1 -0.3 0.1 -0.155
C 1.284 -0.762 -2.785 0.0 0.4 0.0 -0.956
C -0.133 -3.568 -2.444 0.0 0.1 0.0 -1.169
N -0.153 -1.241 -0.377 0.0 0.1 0.0 0.972
C -0.038 -1.787 0.936 0.2 -0.1 -0.2 1.121
C -0.159 -3.134 1.238 0.0 0.1 0.1 -0.536
C -0.091 -3.537 2.569 0.0 0.0 0.0 -0.712
C 0.084 -2.616 3.589 0.0 0.0 0.1 -0.626
C 0.214 -1.262 3.293 0.0 -0.1 -0.1 -1.359
C 0.166 -0.866 1.966 0.0 0.1 0.2 -0.240
H -1.530 -0.613 -3.831 0.0 -0.1 0.0 0.519
H -1.671 0.289 -2.377 0.0 0.0 0.0 0.412
H -2.602 -1.157 -2.522 0.0 -0.1 0.0 0.398
H 1.361 -0.851 -3.872 0.0 -0.1 0.0 0.472
H 2.253 -0.977 -2.335 0.0 -0.1 -0.1 0.385
H 1.126 0.340 -2.681 0.1 0.0 0.1 0.450
H -0.125 -3.728 -3.525 0.0 0.0 0.0 0.443
H -1.017 -4.070 -2.045 0.0 0.0 0.0 0.397
H 0.756 -4.048 -2.033 0.0 0.0 0.0 0.384
H -0.299 -3.865 0.452 0.0 0.0 0.0 0.382
H -0.173 -4.589 2.807 0.0 0.0 0.0 0.467
H 0.139 -2.948 4.616 0.0 0.0 0.0 0.465
H 0.377 -0.541 4.083 0.0 0.0 0.0 0.480
H 0.314 0.220 1.783 0.0 -0.2 0.0 0.843
```
Positions in Å, forces in eV/Å.

The value obtained for the energy above the lowest of the compared OMol25 structures with the same formula, charge and spin is 12.5 kcal per mole. As for the spin multiplicity: 1. Its molar mass is 553.1 g mol⁻¹. Its LUMO energy is -10.13 eV. The net charge is +3. For the HOMO energy, the calculation gives -16.9724 eV. As for the HOMO-LUMO gap: 0.2516 Eh.

***

[4]
Here is the molecule C16H24N2O2 from OMol25. Energies are from ωB97M-V/def2-TZVPD.

```
44
Properties=species:S:1:pos:R:3:forces:R:3:mulliken_charge:R:1
C 2.912 2.147 3.246 0.1 0.0 -0.2 -1.133
C 3.223 1.325 1.995 0.0 0.0 0.2 -0.980
C 2.341 0.125 1.919 0.1 -0.2 0.0 -0.279
C 2.616 -1.149 2.338 0.3 0.4 0.0 0.581
C 3.843 -1.750 2.922 -0.1 0.0 0.0 -1.486
N 1.495 -1.924 2.121 -0.1 -0.1 0.0 -0.040
C 0.511 -1.175 1.581 -0.2 0.3 -0.2 -0.666
C 0.995 0.115 1.429 0.3 -0.5 0.3 1.053
C 0.211 1.175 0.838 -0.6 -0.1 -0.1 0.264
O 0.582 2.325 0.697 0.1 0.1 0.0 -0.708
C -1.150 0.722 0.311 0.1 0.1 -0.2 0.735
C -0.979 0.367 -1.183 -0.1 0.2 0.4 -1.450
N -2.283 0.220 -1.810 -0.1 -0.1 0.0 0.296
C -2.591 1.225 -2.814 0.1 0.0 -0.3 -0.913
C -1.896 0.932 -4.151 -0.1 0.3 0.2 -0.411
O -2.240 -0.352 -4.631 -0.1 0.0 -0.1 -0.405
C -1.903 -1.351 -3.693 0.0 -0.2 0.3 -0.514
C -2.587 -1.095 -2.343 0.1 -0.1 -0.4 -0.626
C -1.767 -0.420 1.120 0.1 0.0 -0.1 -1.394
C -0.851 -1.643 1.223 -0.1 0.0 0.0 -0.675
H 1.882 2.492 3.208 -0.1 0.1 0.0 0.335
H 3.046 1.545 4.144 0.0 0.0 0.1 0.295
H 3.567 3.014 3.304 0.0 0.1 0.1 0.361
H 4.271 1.019 2.005 0.0 0.0 -0.1 0.450
H 3.049 1.947 1.117 0.1 0.0 0.0 0.304
H 4.596 -0.984 3.074 0.1 0.0 0.0 0.332
H 3.627 -2.215 3.885 0.1 0.0 0.1 0.360
H 4.254 -2.515 2.263 0.1 -0.1 0.0 0.330
H 1.430 -2.901 2.350 -0.1 0.1 0.0 0.210
H -1.824 1.583 0.352 0.1 0.0 0.0 0.643
H -0.385 -0.547 -1.274 0.1 0.0 -0.1 0.307
H -0.409 1.175 -1.651 0.0 -0.1 0.0 0.466
H -2.300 2.209 -2.442 -0.1 0.0 0.0 0.434
H -3.674 1.215 -2.970 0.0 0.1 0.0 0.371
H -2.213 1.636 -4.921 0.1 0.1 0.0 0.378
H -0.804 0.999 -4.028 -0.1 0.0 0.0 0.292
H -2.231 -2.299 -4.125 0.1 0.0 0.1 0.377
H -0.807 -1.379 -3.557 -0.1 0.0 0.0 0.288
H -2.299 -1.861 -1.624 0.0 -0.1 0.1 0.269
H -3.671 -1.144 -2.489 0.0 -0.1 0.0 0.389
H -2.717 -0.698 0.664 -0.1 0.0 0.0 0.454
H -1.970 -0.055 2.129 -0.1 0.0 0.0 0.418
H -1.230 -2.338 1.978 0.0 0.0 -0.1 0.453
H -0.824 -2.184 0.271 0.0 0.0 0.0 0.237
```
Positions in Å, forces in eV/Å.

The value obtained for the energy above the lowest of the compared OMol25 structures with the same formula, charge and spin is 36.6 kcal per mole. As for the spin multiplicity: 1. The SMILES is CCc1c(C)[nH]c2c1C(=O)[C@@H](CN1CCOCC1)CC2. Its molar mass is 276.4 g mol⁻¹. Its LUMO energy is 0.64 eV. For the HOMO energy, the calculation gives -8.0450 eV. As for the HOMO-LUMO gap: 0.3190 Eh.